ORCA calculation (ωB97M-V with the def2-TZVPD basis set) on the molecule C3H5NOS2.

Each line ends with the Löwdin charge.
Positions of all 12 atoms, in Å:
S: 2.819 -0.444 0.082  0.642
S: -1.510 -0.584 -0.300  0.909
O: -1.840 -1.346 0.895  -0.525
N: 0.581 0.895 0.517  -0.071
C: 1.230 -0.141 -0.011  -0.896
C: -0.821 1.064 0.296  -0.286
C: 0.178 -1.092 -0.813  -0.274
H: 1.091 1.583 1.054  0.142
H: -1.030 1.800 -0.486  0.091
H: 0.298 -0.923 -1.879  0.080
H: -1.344 1.325 1.216  0.102
H: 0.347 -2.135 -0.572  0.084

## Properties
Orbital gap (eV): 9.1
E_LUMO (eV): 0.53
Spin multiplicity: 1


ORCA calculation (ωB97M-V with the def2-TZVPD basis set) on the molecule C3H5NOS3.

Each line ends with the Löwdin charge.
Positions of all 13 atoms, in Å:
S: -1.808 0.528 -0.416  0.900
S: 0.553 2.137 0.361  0.685
S: 1.854 -0.748 -1.036  0.801
O: -0.214 -1.150 2.158  0.062
N: 0.558 -0.531 0.028  -0.618
C: -0.119 0.702 -0.010  -1.246
C: -1.972 -1.267 -0.832  -0.340
C: 0.495 -1.293 1.192  -0.399
H: 2.657 0.321 -0.506  -0.071
H: -2.895 -1.395 -1.284  0.000
H: 1.353 -2.033 1.121  0.125
H: -2.002 -1.867 0.127  0.067
H: -1.307 -1.634 -1.582  0.033

## Properties
SMILES: CSC(=S)N(S)C=O
Orbital gap (eV): 8.6
E_LUMO (eV): -0.64
Spin multiplicity: 1